(1)
Below is a single C7H16N molecule at a distorted geometry, with properties calculated with ωB97M-V with the def2-TZVPD basis set.

Bonds (Å) are listed after each position.
Positions of all 24 atoms, in Å:
1 H 2.545 0.124 0.542  C7 1.093
2 H 1.231 -1.444 1.385  C4 1.092
3 H -1.018 -3.494 -0.488  C23 1.063
4 C 0.584 -0.746 0.849  H2 1.092, C7 1.534, C18 1.541, H24 1.108
5 N -1.092 -0.612 -0.946  H10 1.048, H13 1.019, C18 1.508, H21 1.010
6 H 1.584 2.034 1.574  C8 1.098
7 C 1.509 0.327 0.261  H1 1.093, C4 1.534, C8 1.546, H17 1.106
8 C 1.218 1.815 0.563  H6 1.098, C7 1.546, C14 1.495, H16 1.103
9 H -1.836 -2.537 0.784  C23 1.084
10 H -0.683 0.167 -1.515  N5 1.048
11 C -0.629 2.790 -0.811  H12 1.081, C14 1.360, H20 1.087
12 H 0.074 3.132 -1.557  C11 1.081
13 H -1.619 -1.119 -1.655  N5 1.019
14 C -0.216 2.166 0.325  C8 1.495, C11 1.360, H22 1.100
15 H -0.290 -3.179 1.074  C23 1.087
16 H 1.888 2.375 -0.111  C8 1.103
17 H 1.606 0.136 -0.824  C7 1.106
18 C -0.144 -1.552 -0.245  C4 1.541, N5 1.508, H19 1.070, C23 1.526
19 H 0.633 -1.881 -0.904  C18 1.070
20 H -1.650 3.158 -0.858  C11 1.087
21 H -1.715 -0.169 -0.286  N5 1.010
22 H -0.986 1.649 0.916  C14 1.100
23 C -0.905 -2.767 0.279  H3 1.063, H9 1.084, H15 1.087, C18 1.526
24 H -0.088 -0.372 1.647  C4 1.108

E_LUMO (spin up / spin down): 0.89 / 0.76 eV
multiplicity: 2
charge: 0
E_HOMO (spin up / spin down): -3.1 / -9.7 eV
largest force on an atom: 2.1 eV Å⁻¹
HOMO-LUMO gap (spin up / spin down): 4.0 / 10.5 eV

(2)
Below is 2 unconnected molecules or ions with the total composition C7H16N at a distorted geometry, with properties calculated with ωB97M-V with the def2-TZVPD basis set.

Bonds (Å) are listed after each position.
Positions of all 24 atoms, in Å:
1 H 1.432 -2.214 -2.215  C10 1.093
2 H 1.617 -3.615 -1.159  C10 1.083
3 H 1.609 1.288 1.748  C23 1.091
4 H 3.318 -1.931 -0.309  C8 1.082
5 H -0.997 0.785 -1.841  C7 1.087
6 H 0.375 -2.428 -0.888  C10 1.095
7 C 0.038 0.453 -1.867  H5 1.087, C20 1.363, H24 1.078
8 C 2.277 -1.634 -0.305  H4 1.082, C10 1.522, H11 1.095, C12 1.549
9 H 0.179 0.763 2.579  C23 1.087
10 C 1.426 -2.549 -1.174  H1 1.093, H2 1.083, H6 1.095, C8 1.522
11 H 1.932 -1.666 0.733  C8 1.095
12 C 2.195 -0.149 -0.736  C8 1.549, H16 1.088, H18 1.093, C20 1.514
13 N -5.231 1.858 1.522  H17 1.012, H21 1.011, H22 1.012
14 H -0.998 0.505 0.358  C15 1.095
15 C 0.084 0.450 0.510  H14 1.095, C20 1.403, C23 1.472
16 H 2.677 -0.009 -1.701  C12 1.088
17 H -5.844 2.590 1.190  N13 1.012
18 H 2.744 0.423 0.016  C12 1.093
19 H 0.166 2.269 1.528  C23 1.091
20 C 0.753 0.315 -0.716  C7 1.363, C12 1.514, C15 1.403
21 H -5.126 1.940 2.525  N13 1.011
22 H -5.697 0.977 1.344  N13 1.012
23 C 0.522 1.247 1.668  H3 1.091, H9 1.087, C15 1.472, H19 1.091
24 H 0.548 0.332 -2.810  C7 1.078

E_LUMO: -6.99 eV
charge: +1
E_HOMO: -12.5 eV
largest force on an atom: 4.4 eV Å⁻¹
HOMO-LUMO gap: 5.5 eV

(3)
Below is 2 unconnected molecules or ions with the total composition C7H16N at a distorted geometry, with properties calculated with ωB97M-V with the def2-TZVPD basis set.

Bonds (Å) are listed after each position.
Positions of all 24 atoms, in Å:
1 C 0.601 1.568 -0.539  C4 1.523, C6 1.353, H10 1.243
2 H -0.413 3.860 2.024  C24 1.114
3 H 0.558 -0.973 -3.406  C18 1.101
4 C -0.313 2.542 0.193  C1 1.523, H7 1.222, H16 1.140, C24 1.513
5 C 0.688 -0.926 -1.264  C6 1.458, C18 1.483, H21 1.108
6 C 0.150 0.418 -1.091  C1 1.353, C5 1.458, C13 1.567
7 H -1.150 1.853 0.756  C4 1.222
8 H 1.241 3.111 1.718  C24 1.170
9 H -0.820 1.485 -2.620  C13 1.082
10 H 1.794 1.565 -0.189  C1 1.243
11 H 0.548 -4.838 3.753  N23 1.054
12 H 1.683 -2.179 -2.870  C18 1.172
13 C -1.150 0.748 -1.901  C6 1.567, H9 1.082, H19 1.134, H20 1.090
14 H -1.167 -5.376 3.775  N23 1.068
15 H -0.034 -2.512 -2.530  C18 1.115
16 H -0.900 3.116 -0.598  C4 1.140
17 H -0.445 -4.697 5.099  N23 1.063
18 C 0.683 -1.658 -2.553  H3 1.101, C5 1.483, H12 1.172, H15 1.115
19 H -1.687 -0.164 -2.307  C13 1.134
20 H -1.684 1.122 -1.027  C13 1.090
21 H 1.292 -1.372 -0.449  C5 1.108
22 H 0.710 4.438 0.777  C24 1.124
23 N -0.446 -4.633 4.038  H11 1.054, H14 1.068, H17 1.063
24 C 0.261 3.503 1.212  H2 1.114, C4 1.513, H8 1.170, H22 1.124

E_LUMO: -6.69 eV
charge: +1
E_HOMO: -12.0 eV
largest force on an atom: 6.3 eV Å⁻¹
HOMO-LUMO gap: 5.3 eV

(4)
Below is 2 unconnected molecules or ions with the total composition C7H16N at a distorted geometry, with properties calculated with ωB97M-V with the def2-TZVPD basis set.

Bonds (Å) are listed after each position.
Positions of all 24 atoms, in Å:
1 C -2.253 0.040 0.155  N16 1.275, C18 1.530, C24 1.463
2 H 2.647 1.705 0.787  C5 1.113
3 H -1.820 1.077 1.967  C24 1.076
4 C 3.188 -0.938 -0.978  H10 1.115, H14 1.059, H17 1.090, C19 1.586
5 C 1.562 1.459 0.786  H2 1.113, H8 1.028, H11 1.104, C12 1.513
6 H -2.929 -0.211 2.008  C24 1.076
7 H 0.956 0.526 -1.185  C12 1.046
8 H 1.017 2.309 0.594  C5 1.028
9 H -4.228 -0.294 -0.683  C18 1.071
10 H 3.752 -1.898 -0.904  C4 1.115
11 H 1.482 1.051 1.808  C5 1.104
12 C 1.306 0.354 -0.214  C5 1.513, H7 1.046, C19 1.423
13 H -2.973 -1.246 -1.450  C18 1.074
14 H 3.943 -0.212 -0.820  C4 1.059
15 H -3.044 0.612 -1.586  C18 1.099
16 N -1.034 -0.243 -0.093  C1 1.275, H21 1.100
17 H 2.731 -1.018 -1.963  C4 1.090
18 C -3.204 -0.301 -0.995  C1 1.530, H9 1.071, H13 1.074, H15 1.099
19 C 1.896 -0.932 -0.059  C4 1.586, C12 1.423, H20 1.179, H23 1.143
20 H 1.145 -1.763 -0.428  C19 1.179
21 H -0.834 -0.752 -1.048  N16 1.100
22 H -3.475 1.306 1.395  C24 1.058
23 H 2.189 -1.248 1.000  C19 1.143
24 C -2.646 0.649 1.426  C1 1.463, H3 1.076, H6 1.076, H22 1.058

E_LUMO: -5.14 eV
charge: +1
E_HOMO: -14.1 eV
largest force on an atom: 3.8 eV Å⁻¹
HOMO-LUMO gap: 9.0 eV

(5)
Below is a gas-phase ion, C7H16N (charge +2) at a distorted geometry, with properties calculated with ωB97M-V with the def2-TZVPD basis set.

Bonds (Å) are listed after each position.
Positions of all 24 atoms, in Å:
1 C -0.044 0.098 2.341  H8 1.208, H16 1.047, C17 1.537, H18 1.106
2 C -0.744 -0.017 -2.747  H7 1.047, H10 1.102, C11 1.531, H14 1.079
3 H 0.369 1.028 -1.031  C4 1.116
4 C 0.597 0.305 -0.211  H3 1.116, H9 1.196, C17 1.627, C24 1.553
5 H -0.397 -2.272 -2.297  C11 1.077
6 N -0.210 2.281 0.977  H12 1.154, H13 1.045, C17 1.540, H20 1.019
7 H -1.698 0.349 -2.518  C2 1.047
8 H 0.591 -0.911 2.147  C1 1.208
9 H 1.784 0.419 -0.125  C4 1.196
10 H -0.978 -0.004 -3.824  C2 1.102
11 C -0.381 -1.259 -1.929  C2 1.531, H5 1.077, C24 1.371
12 H -0.795 2.704 1.877  N6 1.154
13 H -0.512 2.652 0.047  N6 1.045
14 H 0.014 0.744 -2.641  C2 1.079
15 H -1.480 0.589 0.536  C17 1.187
16 H 0.687 0.608 2.888  C1 1.047
17 C -0.397 0.753 0.996  C1 1.537, C4 1.627, N6 1.540, H15 1.187
18 H -0.832 -0.025 3.108  C1 1.106
19 C 0.753 -2.105 0.239  H21 1.054, H22 1.183, H23 1.158, C24 1.465
20 H 0.741 2.389 1.327  N6 1.019
21 H 0.941 -3.065 -0.155  C19 1.054
22 H -0.081 -2.035 1.075  C19 1.183
23 H 1.844 -2.109 0.628  C19 1.158
24 C 0.227 -1.118 -0.709  C4 1.553, C11 1.371, C19 1.465

E_LUMO (spin up / spin down): -7.86 / -11.85 eV
multiplicity: 2
charge: +2
E_HOMO (spin up / spin down): -19.2 / -19.8 eV
largest force on an atom: 5.3 eV Å⁻¹
HOMO-LUMO gap (spin up / spin down): 11.3 / 8.0 eV

(6)
Below is 2 unconnected molecules or ions with the total composition C7H16N at a distorted geometry, with properties calculated with ωB97M-V with the def2-TZVPD basis set.

Bonds (Å) are listed after each position.
Positions of all 24 atoms, in Å:
1 C 0.746 -0.585 -1.363  C15 1.390, C20 1.418, C22 1.499
2 H -1.037 0.376 1.611  C11 1.108
3 H -2.210 -2.771 1.359  N14 1.048
4 H 1.058 0.721 -3.056  C15 1.115
5 H 0.036 -2.051 -2.795  C22 1.104
6 H 0.257 2.367 2.846  C16 1.106
7 H 1.473 1.188 0.110  C8 1.080
8 C 0.866 0.591 0.774  H7 1.080, C11 1.506, H19 1.108, C20 1.485
9 H -1.047 1.376 0.199  C11 1.098
10 H 0.075 3.191 1.281  C16 1.115
11 C -0.473 1.191 1.116  H2 1.108, C8 1.506, H9 1.098, C16 1.501
12 H 1.121 -1.589 0.651  C20 1.116
13 H -1.371 2.816 2.241  C16 1.090
14 N -2.298 -1.830 0.904  H3 1.048, H18 1.045, H24 0.992
15 C 0.904 0.664 -1.953  C1 1.390, H4 1.115, H17 1.126
16 C -0.391 2.434 1.953  H6 1.106, H10 1.115, C11 1.501, H13 1.090
17 H 0.424 1.587 -1.522  C15 1.126
18 H -1.364 -1.504 0.568  N14 1.045
19 H 1.384 0.376 1.730  C8 1.108
20 C 0.808 -0.703 0.048  C1 1.418, C8 1.485, H12 1.116
21 H 1.263 -2.572 -1.574  C22 1.095
22 C 0.958 -1.771 -2.255  C1 1.499, H5 1.104, H21 1.095, H23 1.096
23 H 1.722 -1.539 -3.006  C22 1.096
24 H -2.905 -1.965 0.132  N14 0.992

E_LUMO (spin up / spin down): -11.01 / -13.97 eV
multiplicity: 2
charge: +2
E_HOMO (spin up / spin down): -18.8 / -18.7 eV
largest force on an atom: 3.9 eV Å⁻¹
HOMO-LUMO gap (spin up / spin down): 7.8 / 4.8 eV

(7)
Below is 2 unconnected molecules or ions with the total composition C7H16N2 at a distorted geometry, with properties calculated with ωB97M-V with the def2-TZVPD basis set.

Bonds (Å) are listed after each position.
Positions of all 25 atoms, in Å:
1 C -1.556 0.127 1.560  H4 1.101, H8 1.086, N13 1.429, H25 1.103
2 H -1.570 -0.643 -4.163  C12 1.092
3 C 1.946 1.805 1.079  H6 1.091, H15 1.096, H19 1.096, N20 1.446
4 H -1.741 -0.825 2.080  C1 1.101
5 C 2.371 -0.228 2.164  C10 1.500, H11 1.088, N20 1.261
6 H 1.730 2.827 1.392  C3 1.091
7 C -1.623 0.023 -0.784  N13 1.295, H22 1.105, C23 1.481
8 H -0.867 0.696 2.176  C1 1.086
9 H -2.704 0.340 -3.257  C12 1.089
10 C 2.235 -1.067 0.928  C5 1.500, H14 1.087, H18 1.094, H24 1.092
11 H 2.600 -0.746 3.092  C5 1.088
12 C -2.128 -0.583 -3.226  H2 1.092, H9 1.089, H17 1.091, C23 1.507
13 N -0.936 -0.144 0.301  C1 1.429, C7 1.295
14 H 2.408 -2.118 1.144  C10 1.087
15 H 1.093 1.404 0.518  C3 1.096
16 H -0.688 -1.581 -1.882  C23 1.088
17 H -2.817 -1.428 -3.193  C12 1.091
18 H 1.231 -0.938 0.514  C10 1.094
19 H 2.810 1.825 0.404  C3 1.096
20 N 2.237 1.023 2.259  C3 1.446, C5 1.261
21 H -0.624 0.491 -1.947  C23 1.263
22 H -2.646 0.441 -0.767  C7 1.105
23 C -1.197 -0.632 -2.042  C7 1.481, C12 1.507, H16 1.088, H21 1.263
24 H 2.948 -0.740 0.169  C10 1.092
25 H -2.512 0.670 1.480  C1 1.103

E_LUMO: 0.92 eV
charge: 0
E_HOMO: -8.9 eV
largest force on an atom: 4.2 eV Å⁻¹
HOMO-LUMO gap: 9.8 eV
structure (SMILES): CC/C=N/C.C/C=N\C

(8)
Below is a single C7H16N2 molecule at a distorted geometry, with properties calculated with ωB97M-V with the def2-TZVPD basis set.

Bonds (Å) are listed after each position.
Positions of all 25 atoms, in Å:
1 C -0.169 1.551 -0.092  C6 1.474, H17 1.055, C23 1.342
2 H -0.181 -2.772 1.135  C25 1.132
3 C -2.184 0.698 -1.397  H11 1.144, H12 1.137, H13 1.128, C23 1.462
4 H 1.317 -2.113 0.661  C25 1.061
5 H 3.139 0.042 -0.107  N7 1.034
6 C 0.553 0.303 0.213  C1 1.474, C9 1.554, H18 1.186, N22 1.529
7 N 2.613 -0.656 -0.660  H5 1.034, C9 1.447, H14 1.056
8 C -1.124 -0.325 1.790  H10 1.115, H20 1.074, H21 1.093, N22 1.441
9 C 1.304 -0.183 -1.057  C6 1.554, N7 1.447, H19 1.106, H24 1.092
10 H -1.679 0.595 1.494  C8 1.115
11 H -1.733 -0.132 -2.043  C3 1.144
12 H -3.062 1.165 -1.948  C3 1.137
13 H -2.608 0.113 -0.531  C3 1.128
14 H 3.188 -0.726 -1.544  N7 1.056
15 H -1.451 2.711 -1.186  C23 1.091
16 H 0.722 -1.565 2.231  C25 1.091
17 H 0.404 2.414 0.111  C1 1.055
18 H 1.233 0.673 1.112  C6 1.186
19 H 1.202 0.615 -1.816  C9 1.106
20 H -1.735 -1.131 2.151  C8 1.074
21 H -0.395 0.081 2.495  C8 1.093
22 N -0.369 -0.828 0.670  C6 1.529, C8 1.441, C25 1.409
23 C -1.291 1.698 -0.815  C1 1.342, C3 1.462, H15 1.091
24 H 0.682 -1.015 -1.396  C9 1.092
25 C 0.452 -1.837 1.210  H2 1.132, H4 1.061, H16 1.091, N22 1.409

E_LUMO: 1.04 eV
charge: 0
E_HOMO: -8.8 eV
largest force on an atom: 3.5 eV Å⁻¹
HOMO-LUMO gap: 9.8 eV
structure (SMILES): C/C=C\[C@H](CN)N(C)C

(9)
Below is a single C7H16N2O2S molecule at a distorted geometry, with properties calculated with ωB97M-V with the def2-TZVPD basis set.

Bonds (Å) are listed after each position.
Positions of all 28 atoms, in Å:
1 H -2.730 -1.124 -0.606  C27 1.090
2 C 1.379 -0.724 -0.572  C3 1.532, C4 1.537, H8 1.144, H26 1.142
3 C -0.102 -0.419 -0.327  C2 1.532, N7 1.553, N15 1.449, S23 1.944
4 C 2.202 0.557 -0.366  C2 1.537, C9 1.506, H14 1.072, C25 1.511
5 H -2.173 -1.614 2.331  C16 1.064
6 O -1.004 1.896 0.993  S23 1.453
7 N -0.815 0.609 -1.247  C3 1.553, H13 0.976, H24 1.024
8 H 1.423 -0.898 -1.702  C2 1.144
9 C 2.236 1.277 -1.688  C4 1.506, H11 1.119, H18 1.121, H19 1.157
10 H 1.482 2.447 0.351  C25 1.100
11 H 1.214 1.666 -1.925  C9 1.119
12 H -2.269 0.036 1.668  C16 1.137
13 H -1.183 0.229 -2.067  N7 0.976
14 H 3.193 0.311 -0.041  C4 1.072
15 N -0.812 -1.659 -0.088  C3 1.449, H22 1.038, C27 1.403
16 C -2.610 -1.041 1.548  H5 1.064, H12 1.137, C27 1.511, H28 1.129
17 O 0.025 0.022 2.362  S23 1.473
18 H 2.946 2.131 -1.846  C9 1.121
19 H 2.446 0.561 -2.572  C9 1.157
20 H -2.633 -2.615 0.257  C27 1.115
21 H 2.106 1.410 1.655  C25 1.021
22 H -0.293 -2.243 0.596  N15 1.038
23 S -0.007 0.850 1.144  C3 1.944, O6 1.453, O17 1.473, C25 1.809
24 H -1.476 1.195 -0.728  N7 1.024
25 C 1.657 1.433 0.739  C4 1.511, H10 1.100, H21 1.021, S23 1.809
26 H 1.692 -1.538 0.165  C2 1.142
27 C -2.181 -1.596 0.210  H1 1.090, N15 1.403, C16 1.511, H20 1.115
28 H -3.713 -1.159 1.758  C16 1.129

E_LUMO (spin up / spin down): 0.58 / -3.96 eV
multiplicity: 3
charge: 0
E_HOMO (spin up / spin down): -2.7 / -10.7 eV
largest force on an atom: 4.3 eV Å⁻¹
HOMO-LUMO gap (spin up / spin down): 3.3 / 6.7 eV